ORCA calculation (ωB97M-V with the def2-TZVPD basis set) on 2 unconnected molecules or ions with the total composition C4H7F2O2S.

Last column: Löwdin charge in e.
Atoms and positions in Å:
C: 1.65237 -0.22141 -1.10813  -0.147
C: 0.74258 1.01217 0.99302  -0.149
C: 1.12035 -0.26418 0.27276  -0.249
C: -1.29273 -1.06784 -0.16522  -0.389
O: -2.93393 0.52539 1.44106  -0.525
O: -2.17541 1.37593 -0.73363  -0.554
F: -1.47100 -1.64873 -1.41509  -0.062
F: -1.52744 -2.06571 0.74370  -0.048
S: -2.71313 0.23678 0.02976  0.640
H: 1.06003 0.29052 -1.74501  0.025
H: 2.91051 -0.02522 -1.08162  0.131
H: 1.71995 -1.26482 -1.41107  0.053
H: -0.07541 1.42025 0.30103  0.060
H: 1.52746 1.79167 0.92907  0.055
H: 0.25003 1.01380 2.03183  0.094
H: 1.20577 -1.10859 0.91756  0.064

Force components x, y, z for each atom (eV/Å):
5.013 -2.970 3.090
-1.870 1.192 -1.126
-1.776 0.740 1.055
0.478 0.017 0.367
0.522 -0.057 1.101
0.377 0.361 -0.243
0.354 0.303 0.846
0.269 0.024 -0.432
-0.958 -0.317 -1.448
-1.303 2.161 -2.206
-3.203 0.451 -0.369
-0.374 -0.113 -0.473
0.892 -0.068 1.145
0.016 -0.371 0.311
1.033 -0.577 -1.551
0.531 -0.775 -0.069

Charge: -1
Kohn-Sham gap (spin up / spin down) in Eh: 0.2553 / 0.2510
Relative energy (zero: lowest compared OMol25 entry of this formula, charge and spin) in eV: 3.8481
Highest occupied orbital energy (spin up / spin down) in Ha: -0.113 / -0.112



ORCA calculation (ωB97M-V with the def2-TZVPD basis set) on 2 unconnected molecules or ions with the total composition C4H7FN2.

Last column: Löwdin charge in e.
Atoms and positions in Å:
C: -2.55861 -0.17143 -0.17369  -0.012
C: -1.31310 -0.03540 0.23876  -0.200
C: 0.03153 -0.25141 -0.43606  -0.236
C: 0.96330 -1.13856 0.22043  -0.193
N: 2.01525 1.50204 0.09626  -0.107
N: 2.48387 0.55937 0.62161  0.005
F: 1.67886 -2.03388 -0.43548  0.051
H: -3.44266 0.03608 0.53887  0.083
H: -2.90595 -0.45385 -1.14418  0.041
H: -1.05769 0.51676 1.14610  0.103
H: -0.04477 -0.47040 -1.47938  0.113
H: 0.39426 0.85755 -0.34885  0.092
H: 0.97573 -1.22342 1.33629  0.128
H: 2.78001 2.30655 -0.18068  0.130

Force components x, y, z for each atom (eV/Å):
-1.851 0.436 1.638
1.148 0.340 0.365
-1.139 1.055 -0.443
0.419 1.978 2.696
1.780 1.548 -0.844
0.110 -0.798 -0.302
0.020 0.060 -0.261
1.687 0.013 -1.113
0.330 -0.563 -0.539
-0.875 -0.596 0.526
-0.069 -0.257 -0.804
0.254 -1.262 -0.573
-0.150 -0.504 -1.296
-1.663 -1.449 0.951

Charge: 0
Kohn-Sham gap (spin up / spin down) in Eh: 0.2909 / 0.3159
Relative energy (zero: lowest compared OMol25 entry of this formula, charge and spin) in eV: 4.8075
Highest occupied orbital energy (spin up / spin down) in Ha: -0.278 / -0.295



ORCA calculation (ωB97M-V with the def2-TZVPD basis set) on C4H7FN2 in the gas phase.

Last column: Löwdin charge in e.
Atoms and positions in Å:
C: 0.66420 0.59323 1.88720  -0.077
C: 0.89275 0.43420 -0.38795  -0.276
C: -1.24800 0.66034 -1.55719  -0.067
C: -0.95415 -1.28906 -0.34134  -0.057
N: 1.41051 0.60772 0.90285  -0.014
N: -0.43273 0.03041 -0.74760  -0.169
F: -0.74204 1.87600 -1.93820  -0.048
H: 1.12995 0.64564 3.00346  0.116
H: 1.20518 1.21992 -1.08828  0.127
H: 1.71156 -0.21454 -0.86828  0.157
H: -0.40271 0.33064 1.91800  0.068
H: -1.25757 -1.73359 -1.19526  0.031
H: -0.14769 -1.92684 0.02717  0.097
H: -1.82925 -1.23407 0.38543  0.114

Force components x, y, z for each atom (eV/Å):
-0.036 -0.877 4.609
3.475 -0.631 -3.215
-0.534 0.904 -0.608
0.352 0.969 2.867
0.169 0.863 -0.228
-0.454 -0.264 0.834
0.107 -0.806 0.485
-0.904 0.179 -2.746
-0.668 0.879 0.884
-1.522 -0.518 0.632
0.055 0.357 -0.422
-1.380 -1.499 -2.653
-0.010 0.368 0.394
1.352 0.074 -0.834

Charge: 0
Kohn-Sham gap in Eh: 0.3677
Relative energy (zero: lowest compared OMol25 entry of this formula, charge and spin) in eV: 3.2690
Highest occupied orbital energy in Ha: -0.338



ORCA calculation (ωB97M-V with the def2-TZVPD basis set) on C4H7FN2 in the gas phase.

Last column: Löwdin charge in e.
Atoms and positions in Å:
C: 1.29851 -1.15169 1.09937  -0.048
C: 0.64186 -0.52446 -0.12219  -0.386
C: -0.59670 0.25566 0.02954  -0.032
C: -1.01447 0.73742 1.20464  -0.150
H: 2.17796 -1.73354 0.76162  0.084
H: 1.65610 -0.37737 1.79618  0.078
H: 0.64264 -1.77764 1.62472  0.053
H: -1.25420 0.40512 -0.90009  0.135
H: -0.47311 0.66214 2.11461  0.106
H: 0.36863 0.84642 -2.19626  0.105
H: 1.31135 -0.28089 -3.11025  0.069
N: 1.21560 -0.71495 -1.24056  -0.030
N: 0.64807 -0.16774 -2.36305  -0.021
F: -2.16114 1.39256 1.31850  0.036

Force components x, y, z for each atom (eV/Å):
1.391 1.072 -1.157
0.150 -0.069 0.790
-1.202 0.354 -0.832
0.470 -0.520 -1.593
-0.518 0.337 0.184
-0.080 -0.165 -0.183
-1.061 -0.948 0.742
1.000 -0.236 1.596
0.277 -0.040 0.739
0.589 -1.701 -0.702
-0.003 0.361 -0.187
0.179 -0.510 0.132
-0.701 1.769 0.353
-0.492 0.295 0.120

Charge: 0
Kohn-Sham gap in Eh: 0.3467
Structure (SMILES): CC(/C=C/F)=N/N
Relative energy (zero: lowest compared OMol25 entry of this formula, charge and spin) in eV: 1.4092
Highest occupied orbital energy in Ha: -0.314



ORCA calculation (ωB97M-V with the def2-TZVPD basis set) on C4H7FN2 in the gas phase.

Last column: Löwdin charge in e.
Atoms and positions in Å:
C: -0.67955 -2.80782 0.07931  -0.149
C: -0.08671 -0.58804 0.00265  -0.366
C: 0.71884 1.73211 -0.39721  -0.091
C: 0.57969 3.00515 0.06642  -0.127
H: 0.44668 -3.01520 -0.29252  0.098
H: -1.48315 -3.31427 -0.38466  0.034
H: -0.67191 -3.13064 1.13286  0.056
H: 1.06348 -1.19174 0.06990  0.190
H: -1.30812 1.06935 -0.31266  0.213
H: 1.58260 1.51774 -0.91459  0.080
H: -0.13765 3.24085 1.01064  0.159
N: -1.10026 -1.33703 0.22940  -0.039
N: -0.28044 0.70847 -0.02959  -0.021
F: 1.35650 4.11107 -0.25995  -0.039

Force components x, y, z for each atom (eV/Å):
1.633 1.638 2.259
1.529 -4.501 1.342
-2.302 1.716 2.387
-1.297 -0.238 2.489
-2.753 0.561 0.245
-0.310 -0.741 -0.992
0.006 -0.459 -0.318
-2.922 2.669 -0.676
3.213 -1.656 1.176
1.489 -0.981 -1.561
1.520 -0.374 -2.787
2.029 -2.077 -1.734
-1.027 6.451 -1.945
-0.807 -2.008 0.114

Charge: 0
Kohn-Sham gap in Eh: 0.3525
Structure (SMILES): C/N=C/N/C=C/F
Relative energy (zero: lowest compared OMol25 entry of this formula, charge and spin) in eV: 3.1514
Highest occupied orbital energy in Ha: -0.312



ORCA calculation (ωB97M-V with the def2-TZVPD basis set) on a molecular structure, C4H7FN2O.

Last column: Löwdin charge in e.
Atoms and positions in Å:
C: -1.17687 0.01119 1.26932  -0.070
C: -0.64490 0.16890 -0.19137  -0.481
C: -0.14783 -1.24115 -0.92561  -0.064
C: 0.74187 0.87746 -0.11138  -0.342
H: -2.05866 1.09369 1.35135  0.168
H: -1.83151 -1.32931 1.34666  0.188
H: -0.09593 0.11351 2.12581  0.176
H: -0.10210 -1.16239 -1.99052  0.098
H: -0.79084 -2.17307 -0.82832  0.130
H: 2.77275 -0.00430 -0.03652  0.230
H: 0.62808 2.67695 -0.40147  0.029
N: 1.62000 -0.24470 0.20261  -0.029
N: 1.39830 2.02025 -0.38582  0.123
O: 1.16226 -1.55145 -0.27450  -0.151
F: -1.47461 0.74442 -1.15022  -0.004

Force components x, y, z for each atom (eV/Å):
-1.294 -0.028 0.910
1.549 -1.692 -0.914
0.085 -0.381 2.598
4.313 -0.664 -1.473
2.774 -3.782 0.240
1.963 4.584 0.084
-3.946 -0.455 -2.810
0.673 0.903 -0.746
0.485 1.343 0.776
-4.600 -1.130 0.505
-0.015 0.960 -0.362
2.934 1.631 -0.779
-3.490 -3.471 1.419
-1.366 2.023 -0.713
-0.065 0.158 1.264

Charge: 0
Kohn-Sham gap in Eh: 0.3468
Relative energy (zero: lowest compared OMol25 entry of this formula, charge and spin) in eV: 7.6587
Highest occupied orbital energy in Ha: -0.330



ORCA calculation (ωB97M-V with the def2-TZVPD basis set) on C4H7FN2S in the gas phase.

Last column: Löwdin charge in e.
Atoms and positions in Å:
C: -0.01727 0.23580 -0.06122  -0.330
C: -0.46007 1.09665 -1.22297  -0.164
C: -1.01884 -0.22222 0.91638  -0.601
C: -0.71418 -1.28352 1.86527  -0.444
H: 1.79308 0.41540 -1.78692  0.099
H: 3.00143 -0.17844 -0.70031  0.077
H: -1.57528 1.19374 -1.22823  0.130
H: 0.04611 2.14260 -1.18737  0.151
H: -1.64261 0.57045 1.27726  0.104
H: 0.29457 -1.74656 1.71693  0.077
H: -1.06776 -1.20806 2.95747  0.108
N: 2.13972 0.32298 -0.80018  0.020
N: 1.20846 -0.12309 0.10510  0.023
F: -0.08963 0.56827 -2.43554  -0.059
S: -1.89774 -1.78401 0.58433  0.808

Force components x, y, z for each atom (eV/Å):
1.330 -0.187 -0.556
-0.349 1.872 0.856
-0.084 0.317 -0.089
0.970 -0.885 1.621
0.693 -0.248 1.399
0.091 -0.160 -0.058
0.915 0.078 0.035
-0.914 -1.588 0.210
-0.525 0.269 0.127
-1.077 0.458 0.383
0.461 -0.129 -1.963
-1.083 0.314 -1.034
-0.408 0.374 -0.356
0.147 -0.543 -0.741
-0.170 0.058 0.166

Charge: 0
Kohn-Sham gap in Eh: 0.3525
Structure (SMILES): N/N=C(\CF)[C@@H]1CS1
Relative energy (zero: lowest compared OMol25 entry of this formula, charge and spin) in eV: 2.0621
Highest occupied orbital energy in Ha: -0.321



ORCA calculation (ωB97M-V with the def2-TZVPD basis set) on C4H7FN2S in the gas phase.

Last column: Löwdin charge in e.
Atoms and positions in Å:
C: -1.28424 1.29950 -0.03890  -0.343
C: 1.11603 1.65954 -0.01281  -0.086
C: 0.87221 0.22478 -0.28490  -0.322
C: 1.75011 -0.78362 0.37128  -0.176
H: -2.87703 -1.73635 -0.39196  -0.139
H: -1.49977 2.32352 -0.00862  0.107
H: 0.93126 2.33292 -0.84372  0.116
H: 1.91201 1.92906 0.69737  0.125
H: 0.54698 -0.02786 -1.32915  0.157
H: 1.90894 -0.44295 1.38850  0.122
H: 1.23345 -1.75229 0.45385  0.108
N: -2.16658 0.42955 -0.35313  -0.316
N: -0.04970 1.01149 0.55292  -0.054
F: 2.95089 -0.91925 -0.34784  -0.046
S: -1.74528 -1.17758 0.09736  0.746

Force components x, y, z for each atom (eV/Å):
-0.031 -1.818 0.626
0.467 0.368 0.064
0.116 0.063 -1.504
-0.564 -0.498 0.203
0.310 0.236 0.121
-0.612 1.487 -0.591
0.158 0.128 0.140
-0.490 -0.014 -0.381
0.149 0.284 1.157
0.633 0.047 0.189
0.449 0.108 -0.335
0.387 0.212 0.499
0.300 -0.698 -0.273
-0.765 0.100 0.571
-0.508 -0.005 -0.483

Charge: 0
Kohn-Sham gap in Eh: 0.3539
Structure (SMILES): FC[C@@H]1CN1/C=N\S
Relative energy (zero: lowest compared OMol25 entry of this formula, charge and spin) in eV: 2.2638
Highest occupied orbital energy in Ha: -0.324



ORCA calculation (ωB97M-V with the def2-TZVPD basis set) on 2 unconnected molecules or ions with the total composition C4H7FN4O5.

Last column: Löwdin charge in e.
Atoms and positions in Å:
C: -0.35515 -1.19587 -1.87485  -0.110
C: 0.02213 0.18225 -1.32425  -0.224
C: -0.32893 0.37531 0.13323  0.032
C: -1.10125 1.36226 0.65561  -0.045
N: 1.37546 1.53194 4.64143  0.096
N: 0.26977 2.01023 4.60909  -0.126
N: -1.86382 2.34858 -0.15802  -0.359
N: -1.29265 1.37598 2.11402  -0.326
O: -0.76217 1.61990 5.29902  0.015
O: -1.21823 2.96190 -0.97567  0.096
O: -3.00823 2.54670 0.09211  0.133
O: -1.77070 2.36301 2.59649  0.103
O: -0.93386 0.36264 2.72539  0.062
F: 1.62521 0.35255 5.56611  -0.167
H: -1.15233 -1.50043 -1.20039  0.070
H: 0.47909 -1.94595 -1.97679  0.089
H: -0.67286 -1.14007 -2.94017  0.081
H: 1.16994 0.26623 -1.31677  0.145
H: -0.54940 1.01576 -1.97194  0.146
H: -1.48201 2.33548 5.12435  0.166
H: 0.21030 -0.16975 0.87244  0.124

Force components x, y, z for each atom (eV/Å):
0.454 -0.567 -0.736
0.395 1.882 -0.897
-0.624 2.232 -0.659
0.697 -2.004 -0.904
0.076 -0.589 0.336
1.657 0.543 -0.711
1.403 0.406 0.837
0.392 -1.496 -0.121
-2.276 0.749 1.102
0.466 -0.037 -0.539
-1.524 -0.405 0.420
-0.317 0.675 0.471
-0.508 1.315 -0.712
-1.089 1.134 -0.615
-0.175 -0.943 -0.601
-0.733 0.751 0.918
-0.319 0.249 0.902
-1.651 0.485 -0.451
1.873 -1.789 1.483
1.767 -1.793 0.087
0.036 -0.799 0.390

Charge: 0
Kohn-Sham gap in Eh: 0.3612
Structure (SMILES): CCC=C([N+](=O)[O-])[N+](=O)[O-].O/N=N\F
Highest occupied orbital energy in Ha: -0.411



ORCA calculation (ωB97M-V with the def2-TZVPD basis set) on C4H7FO in the gas phase.

Last column: Löwdin charge in e.
Atoms and positions in Å:
C: -1.48141 -0.83769 0.34464  -0.026
C: -0.70367 0.09674 -0.56632  -0.344
C: 0.75079 -0.22620 -0.31571  -0.402
C: 1.58961 0.90285 0.28231  -0.002
H: -1.19177 -1.85636 0.08374  0.088
H: -2.62787 -0.72480 0.34662  0.119
H: -1.15744 -0.72596 1.32651  0.054
H: -0.88116 -0.26217 -1.56691  0.148
H: 1.68528 1.71173 -0.46410  0.090
H: 2.65957 0.56765 0.33286  0.099
H: 1.13441 1.25373 1.20508  0.086
O: 1.20439 -1.33770 -0.54469  0.079
F: -0.98072 1.43818 -0.46402  0.010

Force components x, y, z for each atom (eV/Å):
-2.182 0.088 -0.815
-0.014 -1.612 -0.283
1.524 -0.017 0.348
1.286 -0.622 -1.391
-0.257 0.085 -0.264
1.817 -0.058 -0.354
0.443 0.403 2.003
-0.270 0.423 -0.754
-0.672 -0.004 0.428
-1.119 -0.021 0.678
0.273 0.179 0.027
-0.722 1.235 0.107
-0.109 -0.078 0.269

Charge: 0
Kohn-Sham gap in Eh: 0.3984
Structure (SMILES): CC(=O)[C@@H](C)F
Relative energy (zero: lowest compared OMol25 entry of this formula, charge and spin) in eV: 0.2645
Highest occupied orbital energy in Ha: -0.364



So what do the calculations give for maximum force? Going down the list: 6.60; 3.37; 4.78; 2.10; 6.82; 5.12; 2.09; 1.92; 2.98; 2.33 eV/A.